Density functional theory data (ωB97M-V/def2-TZVPD) for C35H42BN8O6S5Sn as an isolated structure.

Structure (XYZ):
```
98
Properties=species:S:1:pos:R:3:forces:R:3:lowdin_charge:R:1
Sn 0.602 0.028 -1.369 0.22 -0.06 0.30 0.88
C 2.268 -6.089 0.231 -0.09 0.01 0.01 -0.05
C 2.473 -4.583 0.076 0.22 -0.02 -0.13 -0.54
C 3.829 -4.228 0.692 -0.19 0.05 0.05 -0.04
C 2.419 -4.221 -1.404 -0.04 0.13 0.01 -0.05
N 1.375 -3.871 0.809 -0.18 0.12 0.02 0.02
C 0.311 -4.529 1.399 -0.03 -0.09 0.09 -0.02
C -0.422 -3.616 2.054 -0.04 -0.03 0.06 -0.04
N 0.164 -2.381 1.872 0.22 -0.07 0.00 0.02
B -0.364 -1.202 2.728 0.01 0.07 -0.28 -0.56
N 0.780 -0.143 3.000 0.12 0.22 -0.08 0.05
C 1.856 -0.624 3.676 0.00 -0.17 0.13 -0.05
C 2.724 0.390 3.871 0.10 -0.11 0.02 -0.02
N 2.186 1.520 3.330 -0.29 -0.08 -0.30 0.05
C 0.982 1.170 2.778 0.08 -0.07 0.34 -0.43
S -0.284 2.192 2.144 0.22 0.08 -0.02 1.15
C 2.986 2.799 3.470 0.21 0.23 0.18 -0.51
C 4.402 2.482 2.976 -0.02 -0.12 -0.04 -0.02
C 2.484 3.991 2.671 -0.21 -0.22 -0.13 -0.03
C 2.976 3.152 4.958 -0.04 -0.04 -0.02 -0.02
N -1.697 -0.640 2.207 -0.19 0.13 -0.11 0.02
C -2.613 -0.174 3.128 0.12 0.01 0.09 -0.06
C -3.763 0.079 2.488 -0.07 0.02 0.07 -0.03
N -3.579 -0.229 1.153 0.26 0.08 0.12 0.02
C -2.291 -0.648 0.989 -0.13 0.09 0.25 -0.60
S -1.594 -1.219 -0.477 0.09 -0.22 -0.26 0.63
C -4.714 -0.278 0.176 -0.24 -0.12 -0.27 -0.54
C -4.398 0.504 -1.093 0.12 0.05 -0.03 -0.05
C -5.000 -1.749 -0.143 0.09 0.08 0.07 -0.03
C -5.946 0.352 0.824 0.08 0.00 0.10 -0.05
C 1.239 -2.540 1.063 0.01 -0.02 0.01 -0.65
S 2.210 -1.259 0.426 -0.03 -0.12 0.08 0.58
H 3.122 -6.596 -0.216 0.01 0.03 -0.03 0.10
H 2.221 -6.381 1.280 0.02 -0.04 -0.02 0.09
H 1.372 -6.434 -0.286 0.00 -0.02 0.02 0.09
H 4.610 -4.771 0.160 -0.01 -0.02 0.02 0.09
H 4.036 -3.167 0.611 0.04 0.09 0.00 0.03
H 3.855 -4.518 1.745 0.03 -0.02 -0.01 0.09
H 3.126 -4.839 -1.958 0.01 -0.01 0.02 0.10
H 1.419 -4.394 -1.804 0.00 -0.05 -0.01 0.07
H 2.678 -3.176 -1.560 0.01 0.02 -0.02 0.04
H 0.163 -5.588 1.320 0.01 0.03 0.00 0.12
H -1.317 -3.740 2.638 0.03 0.02 0.03 0.13
H -0.594 -1.634 3.824 -0.05 -0.10 0.01 0.13
H 1.928 -1.656 3.972 -0.02 0.00 -0.01 0.15
H 3.682 0.372 4.356 -0.04 0.04 -0.03 0.13
H 4.361 2.020 1.989 0.03 0.03 -0.01 0.10
H 4.969 3.408 2.896 -0.01 0.01 0.05 0.10
H 4.941 1.820 3.653 0.04 0.05 -0.04 0.08
H 2.536 3.784 1.606 -0.12 -0.02 -0.20 0.08
H 1.486 4.306 2.955 -0.16 -0.01 -0.02 0.08
H 3.162 4.820 2.871 -0.01 -0.04 0.05 0.10
H 3.370 2.339 5.569 0.00 0.03 0.02 0.08
H 3.596 4.032 5.123 0.01 0.00 0.00 0.10
H 1.962 3.379 5.291 0.01 0.01 0.01 0.10
H -2.369 -0.077 4.172 0.01 -0.02 -0.01 0.13
H -4.688 0.442 2.890 0.01 0.00 -0.06 0.12
H -3.668 -0.007 -1.708 0.10 -0.01 -0.06 0.03
H -5.316 0.614 -1.672 0.01 -0.01 0.03 0.10
H -4.013 1.497 -0.867 0.01 0.05 0.01 0.10
H -4.115 -2.227 -0.560 -0.02 -0.04 -0.02 0.05
H -5.305 -2.285 0.757 0.00 -0.01 -0.02 0.09
H -5.801 -1.815 -0.879 -0.02 0.03 0.02 0.10
H -5.754 1.389 1.106 -0.05 0.00 0.01 0.10
H -6.756 0.351 0.099 0.02 -0.04 -0.03 0.10
H -6.282 -0.209 1.697 -0.05 0.02 -0.02 0.09
O 4.929 3.078 -3.282 0.01 0.37 -0.34 0.13
C 4.111 2.717 -2.293 0.13 -0.56 0.44 -0.47
O 4.292 1.745 -1.605 -0.06 0.20 -0.16 0.11
C 2.942 3.642 -2.140 -0.19 0.09 -0.02 -0.17
C 2.745 4.746 -2.962 0.02 -0.01 -0.04 0.03
C 1.610 5.519 -2.769 0.00 -0.02 -0.07 -0.01
C 0.709 5.156 -1.784 -0.14 -0.05 0.03 0.04
C 0.997 4.027 -1.026 0.14 0.07 -0.19 -0.19
N 2.091 3.298 -1.183 0.01 -0.17 -0.03 0.19
C 0.066 3.613 0.060 -0.22 0.33 0.27 -0.52
O -0.890 4.234 0.437 0.16 -0.14 -0.08 0.11
O 0.458 2.455 0.647 0.07 -0.02 0.11 -0.41
H 5.645 2.432 -3.354 0.01 -0.12 0.11 0.14
H 3.458 4.977 -3.739 0.00 0.02 0.02 0.12
H 1.417 6.378 -3.396 0.02 0.01 0.01 0.12
H -0.202 5.708 -1.605 0.00 -0.01 0.01 0.13
O -1.448 2.379 -5.074 0.08 -0.20 -0.12 -0.27
S -1.651 1.448 -4.009 -0.25 0.44 0.03 0.62
O -1.999 1.981 -2.715 -0.07 -0.08 0.00 -0.32
N -0.339 0.465 -3.762 -0.32 -0.17 -0.06 -0.21
C -0.696 -0.798 -3.794 0.18 0.52 -0.12 -0.87
S 0.326 -1.972 -3.115 0.26 -0.24 0.25 0.61
C -2.056 -1.055 -4.301 -0.36 -0.03 -0.08 -0.23
C -2.651 -2.271 -4.590 0.05 0.09 0.05 -0.01
C -3.945 -2.259 -5.094 0.02 -0.05 0.01 -0.05
C -4.627 -1.062 -5.286 -0.04 0.01 -0.02 -0.05
C -4.039 0.160 -4.973 0.02 0.16 0.09 -0.03
C -2.754 0.133 -4.479 0.34 -0.17 -0.03 -0.22
H -2.105 -3.192 -4.430 -0.03 -0.02 -0.02 0.11
H -4.426 -3.194 -5.349 -0.02 0.01 0.00 0.11
H -5.628 -1.079 -5.695 -0.01 0.00 0.02 0.11
H -4.561 1.097 -5.111 -0.03 -0.03 -0.04 0.13
```
Positions in Å, forces in eV/Å.

Output
Net charge: +1


Density functional theory data (ωB97M-V/def2-TZVPD) for C41H81F7Ga as an isolated structure.

Structure (XYZ):
```
130
Properties=species:S:1:pos:R:3:forces:R:3:lowdin_charge:R:1
C 8.407 -0.608 -3.977 0.60 0.65 -0.10 -0.09
C 8.278 0.844 -3.438 0.00 1.98 0.81 -0.22
C 9.319 1.856 -3.672 -0.81 0.33 0.48 -0.07
C 9.245 3.216 -3.184 -1.92 -0.89 0.84 -0.12
C 8.084 3.618 -2.383 0.02 -2.40 -0.88 -0.10
C 7.040 2.638 -2.140 1.85 0.17 -0.90 -0.09
C 7.112 1.264 -2.675 0.10 0.74 0.38 -0.25
C 5.880 0.350 -2.357 1.16 0.08 0.10 -0.25
Ga 4.192 1.449 -2.798 0.73 0.41 0.15 0.45
C 2.516 0.355 -3.329 -0.24 0.29 -0.52 -0.39
F 2.516 0.083 -4.723 -0.34 0.07 1.38 -0.03
F 2.386 -0.896 -2.700 -0.59 0.95 -0.52 -0.02
C 1.236 1.309 -3.088 1.37 -0.21 -0.88 -0.32
F 1.693 2.590 -3.387 -0.77 -1.39 0.19 0.03
F 0.222 1.060 -3.997 0.61 0.33 1.43 0.08
C 0.728 1.373 -1.577 -0.34 1.41 0.52 -0.38
F 0.499 2.722 -1.272 -0.02 -2.29 -0.24 0.08
F -0.482 0.722 -1.441 2.30 0.64 0.30 0.08
F 1.644 0.938 -0.647 -1.84 0.27 -1.75 0.10
H 9.442 -0.771 -4.396 -0.98 0.27 0.35 0.07
H 8.279 -1.378 -3.169 -0.22 0.78 -0.81 0.08
H 7.683 -0.744 -4.820 0.48 -0.20 0.85 0.08
H 10.225 1.581 -4.267 -0.89 0.12 0.55 0.09
H 10.021 3.987 -3.373 -0.46 -0.92 -0.03 0.08
H 7.973 4.649 -1.981 0.19 -0.92 -0.39 0.09
H 6.168 2.987 -1.531 0.73 -0.70 -0.71 0.07
H 5.907 0.144 -1.248 -0.15 0.11 -1.04 0.06
H 5.922 -0.632 -2.892 0.14 0.80 0.43 0.04
H 3.773 2.281 -1.496 -0.03 -0.09 0.10 -0.04
H 4.552 2.502 -3.955 -0.13 -0.28 -0.06 -0.04
C -1.385 -1.411 -3.229 -0.22 -0.08 -0.02 -0.10
C -1.954 -2.073 -1.980 0.14 -0.08 -0.10 -0.26
C -2.143 -3.582 -2.120 -0.06 -0.03 0.13 -0.23
C -3.132 -4.021 -3.201 0.04 0.07 -0.09 -0.23
C -4.546 -3.458 -3.056 0.00 -0.16 0.01 -0.27
C -5.241 -3.897 -1.772 -0.10 0.14 -0.02 -0.11
H -2.060 -1.510 -4.083 0.03 -0.06 -0.02 0.07
H -1.236 -0.353 -3.054 -0.09 -0.15 -0.20 0.04
H -0.420 -1.848 -3.498 -0.02 0.02 -0.03 0.09
H -2.900 -1.592 -1.709 -0.01 -0.03 0.04 0.10
H -1.267 -1.889 -1.149 -0.06 -0.02 -0.02 0.09
H -2.457 -3.988 -1.152 0.00 -0.04 -0.02 0.09
H -1.172 -4.042 -2.336 -0.01 0.03 0.01 0.11
H -3.186 -5.116 -3.198 -0.03 0.01 -0.01 0.10
H -2.744 -3.743 -4.186 0.02 0.00 0.04 0.10
H -5.143 -3.801 -3.907 0.03 0.06 -0.01 0.10
H -4.531 -2.366 -3.111 0.05 -0.02 -0.01 0.10
H -5.304 -4.987 -1.714 0.04 0.02 0.04 0.07
H -6.259 -3.500 -1.739 0.03 -0.05 0.07 0.07
H -4.716 -3.534 -0.885 -0.01 -0.05 -0.02 0.06
C 1.321 6.570 4.253 0.02 0.18 -0.06 -0.12
C 0.689 6.285 2.896 -0.10 -0.10 0.08 -0.27
C 0.749 4.810 2.498 -0.02 -0.03 -0.11 -0.23
C 2.158 4.234 2.334 0.10 0.05 0.09 -0.22
C 3.043 4.955 1.316 -0.06 -0.13 -0.07 -0.26
C 2.493 4.897 -0.104 0.05 0.18 0.00 -0.11
H 2.389 6.340 4.257 -0.03 -0.03 0.03 0.06
H 1.213 7.628 4.506 0.03 -0.05 0.06 0.07
H 0.839 5.985 5.040 0.05 -0.02 -0.01 0.07
H 1.161 6.908 2.131 0.00 -0.05 -0.01 0.10
H -0.363 6.589 2.933 0.03 0.01 -0.05 0.10
H 0.190 4.675 1.567 0.04 -0.01 0.02 0.08
H 0.220 4.217 3.254 -0.02 0.03 -0.01 0.11
H 2.069 3.183 2.042 0.01 0.03 -0.03 0.11
H 2.667 4.235 3.304 -0.04 -0.02 0.01 0.10
H 4.031 4.484 1.324 -0.03 0.03 0.03 0.10
H 3.197 5.998 1.610 0.00 -0.01 0.07 0.09
H 2.367 3.868 -0.437 0.08 0.08 0.01 0.03
H 3.181 5.390 -0.794 -0.07 -0.08 -0.04 0.08
H 1.527 5.406 -0.182 0.00 -0.02 0.00 0.07
C -2.630 2.394 -0.589 -0.19 0.21 -0.14 -0.10
C -2.364 3.779 -0.013 0.03 -0.10 0.14 -0.25
C -2.929 3.968 1.395 0.02 0.12 -0.01 -0.23
C -4.450 3.847 1.510 -0.01 -0.11 -0.05 -0.23
C -5.248 4.811 0.631 -0.03 0.01 0.15 -0.27
C -5.005 6.277 0.968 -0.05 0.04 -0.17 -0.12
H -3.699 2.204 -0.708 0.00 -0.01 0.05 0.07
H -2.169 2.302 -1.572 -0.09 -0.03 0.06 0.07
H -2.210 1.618 0.054 -0.08 0.01 -0.03 0.05
H -2.759 4.542 -0.691 0.00 0.02 0.04 0.11
H -1.282 3.936 0.027 -0.07 0.03 -0.04 0.08
H -2.611 4.946 1.773 -0.01 -0.02 0.03 0.10
H -2.473 3.227 2.062 0.01 0.02 -0.02 0.10
H -4.732 4.009 2.556 -0.02 0.01 -0.02 0.11
H -4.754 2.823 1.272 0.03 0.01 0.01 0.10
H -6.313 4.597 0.763 0.03 -0.03 -0.05 0.10
H -5.028 4.636 -0.426 0.02 -0.03 0.03 0.10
H -5.257 6.485 2.011 0.06 0.00 -0.01 0.07
H -5.628 6.917 0.338 0.05 0.03 0.06 0.07
H -3.964 6.563 0.801 -0.04 0.00 0.04 0.07
C -2.138 -7.226 3.041 -0.10 -0.16 0.00 -0.11
C -1.079 -8.033 2.298 0.09 0.10 0.09 -0.27
C -0.130 -7.167 1.470 0.06 -0.08 -0.06 -0.23
C -0.790 -6.368 0.344 -0.11 0.05 0.03 -0.23
C -1.561 -7.201 -0.681 0.12 0.08 -0.06 -0.27
C -0.682 -8.184 -1.445 -0.14 -0.09 -0.03 -0.11
H -2.799 -6.696 2.351 0.03 0.04 0.04 0.07
H -2.760 -7.888 3.648 -0.01 0.08 0.01 0.07
H -1.675 -6.494 3.707 -0.03 0.03 -0.05 0.07
H -1.564 -8.783 1.666 0.03 0.02 -0.02 0.10
H -0.487 -8.587 3.033 -0.02 -0.02 -0.07 0.10
H 0.655 -7.806 1.052 -0.01 0.03 0.00 0.10
H 0.382 -6.464 2.137 -0.02 -0.03 0.00 0.11
H -0.014 -5.799 -0.177 -0.04 0.00 0.00 0.11
H -1.469 -5.625 0.774 0.04 0.00 0.00 0.10
H -2.024 -6.518 -1.400 -0.03 0.00 0.07 0.08
H -2.381 -7.741 -0.198 0.01 0.03 0.03 0.10
H 0.122 -7.662 -1.970 0.01 -0.03 0.05 0.08
H -1.276 -8.721 -2.189 0.09 -0.01 0.01 0.07
H -0.235 -8.927 -0.781 0.02 0.03 -0.04 0.06
C -2.684 -2.987 4.471 0.16 -0.10 0.00 -0.11
C -1.740 -1.802 4.637 -0.12 0.06 0.08 -0.27
C -2.319 -0.488 4.114 0.07 0.09 0.01 -0.23
C -2.626 -0.462 2.615 -0.04 -0.13 -0.04 -0.22
C -1.437 -0.763 1.702 -0.07 0.21 0.01 -0.26
C -0.307 0.253 1.826 0.10 -0.16 0.02 -0.10
H -2.893 -3.193 3.419 -0.04 0.00 0.03 0.06
H -2.238 -3.888 4.899 -0.08 -0.01 -0.03 0.06
H -3.632 -2.806 4.984 -0.01 0.00 -0.06 0.07
H -0.786 -2.021 4.149 -0.02 0.04 -0.01 0.10
H -1.519 -1.681 5.703 0.05 0.01 -0.05 0.10
H -1.627 0.324 4.358 -0.02 -0.01 -0.03 0.10
H -3.244 -0.266 4.658 0.03 -0.03 0.01 0.11
H -3.025 0.526 2.360 0.01 -0.01 -0.01 0.10
H -3.427 -1.175 2.393 -0.01 0.03 0.03 0.10
H -1.789 -0.763 0.666 -0.01 -0.05 0.05 0.08
H -1.050 -1.768 1.895 -0.04 -0.01 -0.01 0.10
H -0.660 1.263 1.597 0.03 0.00 0.05 0.06
H 0.492 0.014 1.125 -0.02 0.05 0.11 0.06
H 0.121 0.260 2.831 -0.01 0.04 -0.02 0.07
```
Positions in Å, forces in eV/Å.

Output
Net charge: -1


no.,DFT total energy (eV),orbital gap (eV)
1,-121866.8014,7.15
2,-115230.6874,7.31